ORCA calculation (ωB97M-V with the def2-TZVPD basis set) on a molecular structure, C34H97F6HfN7O13P at a distorted geometry.

XYZ file:
```
159
Properties=species:S:1:pos:R:3:forces:R:3
Hf 3.382 -2.336 1.663 -2.3 1.2 -0.2
P 0.446 -0.363 0.140 -2.5 0.9 -1.4
F 0.090 -1.876 0.575 0.4 0.0 0.0
F 0.111 0.171 1.594 0.4 -0.4 0.6
F 2.062 -0.715 0.645 1.5 -0.6 1.1
F 0.967 1.068 -0.257 0.5 0.2 0.0
F 0.830 -0.882 -1.357 0.6 -0.5 0.5
F -1.035 -0.086 -0.365 0.3 -0.4 0.1
C -2.169 -1.965 2.898 -1.2 0.4 1.7
O -1.168 -2.964 3.195 0.5 0.3 -0.6
H -1.768 -0.963 2.772 0.6 -0.3 -0.6
H -2.867 -2.262 2.122 0.4 0.0 -0.4
H -2.784 -1.845 3.804 0.0 -0.2 -0.2
H -1.601 -3.810 3.039 0.2 0.0 0.2
C 0.184 -6.063 -0.778 0.0 0.0 0.2
O 0.473 -4.652 -0.717 -0.2 -0.1 0.3
H 0.963 -6.632 -0.261 0.1 0.2 -0.1
H -0.756 -6.274 -0.262 0.0 0.0 -0.2
H 0.150 -6.414 -1.808 -0.1 0.1 0.0
H -0.216 -4.164 -1.304 0.3 0.3 0.0
C -0.940 1.884 5.239 -1.0 0.5 -0.3
C -0.606 3.388 5.115 0.5 -0.8 0.3
C -0.881 3.845 3.704 0.2 -0.3 -0.6
O -0.137 3.078 2.727 -0.1 -0.1 0.6
C 1.257 3.085 2.860 0.0 0.3 -0.4
N -1.295 4.193 6.109 0.0 -0.1 -0.1
H -0.644 1.306 4.352 0.5 0.0 0.3
H -2.037 1.799 5.216 0.1 0.0 0.1
H -0.627 1.507 6.210 0.3 -0.3 -0.1
H 0.470 3.500 5.285 -0.1 0.2 0.2
H -0.653 4.900 3.537 -0.3 0.1 0.3
H -1.913 3.593 3.446 -0.1 0.5 0.0
H 1.629 2.661 3.804 -0.2 -0.1 -0.1
H 1.704 4.088 2.788 -0.2 0.0 -0.1
H 1.587 2.498 1.996 0.3 0.1 0.2
H -2.288 3.968 6.126 0.1 0.2 -0.1
H -0.948 3.948 7.031 0.0 0.2 0.0
C -4.147 3.420 -6.695 0.6 0.1 0.2
C -4.844 3.466 -5.335 0.3 0.2 -1.4
C -3.840 3.564 -4.220 0.5 -0.3 1.2
O -2.811 2.559 -4.269 -0.9 -0.1 -0.4
C -1.845 2.821 -3.320 0.9 1.2 0.9
N -5.759 4.615 -5.338 0.0 -0.1 0.8
H -3.385 2.639 -6.729 -0.2 -0.1 0.0
H -3.583 4.348 -6.849 -0.2 0.1 -0.1
H -4.847 3.284 -7.514 -0.1 0.1 0.0
H -5.416 2.537 -5.254 -0.1 0.1 0.3
H -4.363 3.434 -3.255 0.0 0.1 -0.1
H -3.351 4.551 -4.161 -0.2 0.0 -0.4
H -1.124 2.008 -3.231 -0.2 -0.2 -0.2
H -2.234 3.054 -2.310 -0.3 -0.5 -0.1
H -1.282 3.745 -3.549 0.0 -0.2 -0.2
H -5.245 5.472 -5.540 0.0 -0.2 -0.2
H -6.120 4.765 -4.393 -0.1 -0.1 -0.3
C -2.894 -3.508 -0.394 0.2 0.4 0.3
C -2.616 -3.917 -1.824 1.2 0.4 0.2
C -3.730 -3.479 -2.711 -1.1 0.3 0.5
O -3.452 -3.917 -3.988 -0.4 -0.1 -1.2
C -4.219 -3.228 -4.985 0.4 0.2 -0.3
N -1.336 -3.319 -2.339 0.1 -0.5 0.3
H -2.963 -2.417 -0.328 -0.2 0.0 -0.1
H -2.096 -3.769 0.311 0.0 -0.3 -0.2
H -3.837 -3.939 -0.061 0.0 0.0 0.1
H -2.414 -4.991 -1.891 -0.5 -0.1 -0.1
H -3.812 -2.377 -2.674 0.2 0.0 0.0
H -4.701 -3.828 -2.324 0.1 -0.2 -0.2
H -4.039 -2.150 -4.893 -0.2 0.0 0.1
H -5.295 -3.429 -4.957 0.2 -0.1 0.3
H -3.841 -3.524 -5.963 0.0 -0.2 0.1
H -1.378 -2.300 -2.319 -0.1 -0.1 0.2
H -1.323 -3.564 -3.333 0.1 0.1 0.2
C -0.839 6.977 -0.274 1.1 0.1 -0.4
C -1.139 5.497 -0.500 -1.1 1.2 1.2
C 0.085 4.673 -0.809 -0.4 0.0 -0.6
O 0.644 5.066 -2.054 0.1 0.1 0.3
C 1.799 4.337 -2.388 -0.1 0.1 1.0
N -1.815 4.993 0.728 0.0 -1.0 -0.7
H -0.403 7.419 -1.178 -0.3 0.0 0.0
H -0.061 7.137 0.485 -0.3 -0.2 0.2
H -1.733 7.520 0.010 -0.1 0.0 0.0
H -1.894 5.510 -1.293 0.3 -0.6 -0.2
H -0.265 3.627 -0.854 0.4 -0.1 0.0
H 0.808 4.801 0.015 0.0 -0.1 -0.1
H 1.560 3.268 -2.283 0.2 -0.1 -0.6
H 2.627 4.513 -1.672 -0.2 0.2 -0.1
H 2.129 4.677 -3.363 -0.1 -0.4 -0.2
H -1.088 4.744 1.394 0.0 0.2 0.0
H -2.257 4.064 0.538 0.5 1.0 0.1
C -4.658 2.371 1.896 -0.7 0.4 0.1
C -3.814 1.550 0.949 -0.2 -0.8 0.6
C -4.457 1.445 -0.413 0.5 0.4 -1.0
O -5.749 0.926 -0.306 0.1 0.0 0.5
C -6.338 0.701 -1.548 -0.4 -0.2 -1.1
N -2.478 2.134 0.853 0.2 -0.8 0.1
H -4.800 3.371 1.479 0.0 0.0 0.1
H -4.270 2.482 2.913 0.4 -0.1 -0.2
H -5.645 1.922 2.019 0.0 0.0 -0.2
H -3.819 0.502 1.323 0.3 0.2 0.1
H -3.847 0.807 -1.090 0.0 0.0 0.3
H -4.469 2.428 -0.919 -0.1 0.0 0.3
H -6.184 1.520 -2.268 0.0 0.1 0.3
H -7.410 0.582 -1.418 0.0 0.0 0.1
H -5.955 -0.197 -2.064 0.1 0.0 0.3
H -1.856 1.536 0.311 -0.4 0.3 0.0
H -2.047 2.133 1.778 -0.1 0.3 -0.2
C 3.279 -4.317 -2.633 0.7 -0.7 -0.2
C 3.703 -3.085 -1.848 0.0 -1.1 0.5
C 3.646 -1.922 -2.830 -0.1 -0.4 0.4
O 3.850 -0.707 -2.167 0.4 0.6 0.5
C 3.505 0.412 -2.968 -0.4 0.8 -1.2
N 2.779 -2.918 -0.596 -0.1 0.5 -1.8
H 4.058 -4.546 -3.369 -0.2 0.3 -0.2
H 2.332 -4.179 -3.153 0.0 0.0 0.1
H 3.251 -5.251 -2.066 -0.2 0.3 0.4
H 4.716 -3.261 -1.480 0.0 0.2 -0.1
H 2.666 -1.933 -3.320 0.0 0.2 0.0
H 4.420 -2.070 -3.587 0.0 -0.1 -0.1
H 4.102 0.518 -3.886 0.2 -0.5 0.2
H 3.638 1.365 -2.462 -0.1 -0.3 0.6
H 2.469 0.299 -3.296 0.0 0.2 0.2
H 2.058 -3.678 -0.718 0.7 0.1 0.5
H 2.186 -2.152 -0.984 0.3 0.0 0.9
C 7.005 -0.429 -0.582 0.4 0.1 0.0
C 6.146 -1.412 0.213 0.5 0.4 0.1
C 6.704 -1.662 1.569 -0.1 0.6 0.3
O 5.692 -2.412 2.312 -0.5 -1.3 -0.3
C 6.301 -3.021 3.501 0.0 0.2 0.2
N 4.730 -0.935 0.391 0.5 0.6 -1.6
H 7.370 0.429 -0.007 -0.5 0.0 0.1
H 6.454 -0.083 -1.456 0.1 0.0 0.0
H 7.935 -0.893 -0.918 -0.2 -0.2 -0.1
H 6.210 -2.380 -0.297 -0.7 0.1 -0.1
H 6.893 -0.752 2.150 0.0 0.0 -0.2
H 7.643 -2.201 1.453 -0.1 -0.3 0.4
H 6.227 -2.277 4.292 0.3 -0.1 0.1
H 7.326 -3.283 3.268 0.1 0.2 0.1
H 5.809 -3.934 3.809 -0.3 0.0 -0.3
H 4.417 -0.761 -0.627 -0.5 -0.8 0.7
H 4.817 0.083 0.590 -0.2 -0.7 0.8
C 2.906 -5.096 3.516 -0.6 0.0 -0.7
C 1.682 -5.052 2.635 -0.5 0.9 -0.6
O 1.827 -4.089 1.532 0.9 -0.3 0.7
O 3.498 -3.752 3.592 -0.3 -0.4 -0.2
H 3.655 -5.790 3.140 0.1 0.1 0.1
H 2.490 -5.426 4.467 0.7 0.1 0.3
H 0.809 -4.692 3.184 0.0 -0.4 0.1
H 1.527 -6.041 2.202 -0.2 0.0 0.1
H 1.028 -4.203 0.907 0.7 0.2 -0.4
H 3.677 -3.603 4.534 0.1 0.5 -0.3
C 1.495 -0.995 4.120 0.8 -0.2 0.9
C 2.510 0.046 3.769 -1.0 0.4 -0.8
O 3.697 -0.616 3.187 -0.2 -0.6 0.2
O 1.452 -1.926 3.019 0.1 0.2 0.4
H 0.545 -0.507 4.351 -0.1 -0.1 -0.6
H 1.772 -1.518 5.050 0.1 -0.1 -0.3
H 2.736 0.665 4.634 0.4 -0.1 -0.1
H 2.107 0.659 2.958 0.1 0.1 0.3
H 4.493 -0.213 3.564 0.0 -0.2 -0.3
H 0.564 -2.380 3.092 0.1 -0.2 -0.8
```
Positions in Å, forces in eV/Å.

Calculated values
E_LUMO	-10.07	eV
HOMO energy	-13.1	eV
Kohn-Sham gap	3.015	eV
total charge	+3